Entry 1:
The following is a quantum chemistry calculation of a cluster of 2 separate species, C6H14N3S in total, from the OMol25 dataset.

Positions of all 24 atoms, in Å:
C: -2.508 -1.855 -1.129
C: -1.555 2.380 -0.859
C: 3.626 -0.780 0.528
C: 2.695 0.418 0.663
C: 1.279 0.161 0.364
C: -2.287 0.278 -0.176
N: -1.779 -0.997 -0.570
N: 0.786 -0.987 0.124
N: -1.268 1.254 -0.378
S: -2.538 0.151 1.676
H: -2.077 -2.810 -1.386
H: -3.556 -1.692 -1.372
H: -2.557 2.675 -1.180
H: -0.767 3.108 -0.964
H: 3.617 -1.166 -0.490
H: 4.643 -0.478 0.759
H: 3.359 -1.576 1.222
H: 2.737 0.828 1.680
H: 3.027 1.238 0.016
H: 0.580 0.996 0.332
H: -3.263 0.528 -0.634
H: -0.255 -1.087 -0.130
H: 1.383 -1.810 0.137
H: -3.320 1.222 1.768

The energy relative to the best compared isomer or geometry (same formula, charge and spin) is 159.8 kJ/mol. Its charge is +1. For the LUMO energy, the calculation gives -3.129 eV. The HOMO energy is -12.835 eV. The largest force on an atom is 0.0309 hartree/bohr.

Entry 2:
The following is a quantum chemistry calculation of a structure of composition C42H64AsClN8OPSTi, from the OMol25 dataset.

Positions of all 120 atoms, in Å:
Ti: 0.147 -0.055 0.498
C: 4.656 1.198 3.503
C: 4.196 0.338 2.326
C: 3.828 -1.090 2.687
C: 4.858 -1.906 3.114
C: 4.689 -3.278 3.269
C: 3.446 -3.798 2.951
C: 2.369 -3.032 2.510
C: 1.133 -3.852 2.171
C: -0.267 -3.311 2.427
C: 2.508 -1.610 2.412
N: 1.486 -0.785 2.053
C: 1.223 0.348 2.949
C: 1.026 1.707 2.365
C: 1.367 2.962 2.849
C: 0.695 3.902 2.025
C: 0.002 3.167 1.081
N: 0.190 1.842 1.292
H: 4.957 2.191 3.161
H: 5.502 0.745 4.024
H: 3.852 1.330 4.226
H: 5.017 0.288 1.600
H: 3.371 0.828 1.810
H: 5.834 -1.462 3.285
H: 5.485 -3.912 3.635
H: 3.272 -4.862 3.095
H: 1.229 -4.782 2.745
H: 1.199 -4.162 1.125
H: -0.994 -4.074 2.134
H: -0.422 -3.093 3.488
H: -0.506 -2.400 1.879
H: 1.856 0.380 3.843
H: 2.009 3.167 3.695
H: 0.717 4.980 2.107
H: -0.624 3.512 0.272
C: 3.571 -1.856 -0.468
C: 2.337 -2.607 -0.822
N: 1.099 -2.201 -0.724
C: 0.316 -3.227 -1.198
C: 1.092 -4.252 -1.634
N: 2.394 -3.849 -1.387
C: 3.614 -4.533 -1.709
N: 3.505 -5.962 -1.537
N: 3.101 -6.765 -2.552
N: 3.181 -8.008 -2.184
C: 3.665 -8.039 -0.883
C: 3.944 -9.118 -0.029
C: 4.439 -8.820 1.218
C: 4.656 -7.481 1.626
C: 4.387 -6.408 0.803
C: 3.883 -6.725 -0.467
H: 3.285 -0.841 -0.193
H: 4.252 -1.805 -1.320
H: 4.086 -2.318 0.380
H: -0.756 -3.128 -1.206
H: 0.861 -5.202 -2.073
H: 4.388 -4.182 -1.024
H: 3.938 -4.351 -2.740
H: 3.769 -10.138 -0.347
H: 4.661 -9.622 1.912
H: 5.035 -7.290 2.623
H: 4.529 -5.386 1.132
C: 0.069 -1.380 4.961
As: -0.776 -0.166 3.603
C: -2.610 -0.848 4.080
C: -1.136 1.576 4.446
O: -1.192 -0.409 1.919
H: 0.281 -0.724 5.809
H: 1.000 -1.788 4.573
H: -0.600 -2.178 5.278
H: -2.742 -0.893 5.166
H: -2.749 -1.838 3.643
H: -3.351 -0.178 3.640
H: -1.842 1.426 5.263
H: -1.576 2.222 3.684
H: -0.214 2.040 4.793
S: -2.450 -1.212 -0.971
C: -1.291 0.035 -0.992
Cl: 1.882 0.847 -0.932
C: -0.824 3.574 -5.073
C: -0.449 2.659 -3.903
C: -0.049 3.520 -2.694
C: 0.843 1.905 -4.258
P: -1.755 1.400 -3.357
N: -1.260 1.001 -1.930
C: -1.784 -0.028 -4.606
C: -3.074 -0.848 -4.444
C: -1.700 0.384 -6.082
C: -0.617 -0.968 -4.264
C: -3.459 2.231 -3.300
C: -4.113 2.575 -4.642
C: -3.314 3.519 -2.476
C: -4.414 1.327 -2.496
H: 0.074 4.128 -5.364
H: -1.580 4.311 -4.802
H: -1.169 3.034 -5.953
H: 0.738 4.203 -3.029
H: 0.354 2.898 -1.897
H: -0.857 4.118 -2.287
H: 1.643 2.646 -4.327
H: 0.796 1.387 -5.213
H: 1.119 1.209 -3.465
H: -3.937 -0.341 -4.872
H: -3.268 -1.094 -3.400
H: -2.940 -1.784 -4.994
H: -2.517 1.039 -6.380
H: -1.776 -0.526 -6.686
H: -0.763 0.867 -6.343
H: -0.549 -1.159 -3.194
H: 0.342 -0.582 -4.598
H: -0.791 -1.923 -4.765
H: -3.502 3.212 -5.276
H: -5.045 3.112 -4.434
H: -4.378 1.683 -5.203
H: -2.775 4.302 -3.005
H: -2.813 3.326 -1.529
H: -4.317 3.898 -2.258
H: -4.907 0.588 -3.122
H: -5.191 1.955 -2.051
H: -3.905 0.790 -1.693

The energy relative to the best compared isomer or geometry (same formula, charge and spin) is 0.0 kJ/mol. Its charge is -2. For the LUMO energy (spin up / spin down), the calculation gives 3.809 / 3.809 eV. The HOMO energy (spin up / spin down) is -0.304 / -0.324 eV. As for the expectation value of S²: 0.7555. As for the spin multiplicity: 2. The largest force on an atom is 0.0239 hartree/bohr.

Entry 3:
The following is a quantum chemistry calculation of an isolated molecule of C4H9NO, from the OMol25 dataset.

Positions of all 15 atoms, in Å:
C: 0.604 -1.548 0.154
N: 0.246 -0.314 -0.379
C: 0.084 0.854 0.476
C: -1.120 0.605 1.431
C: 0.450 -0.130 -1.803
O: 0.226 -1.944 1.225
H: 1.381 -1.994 -0.497
H: 1.029 0.901 1.060
H: -0.106 1.810 -0.040
H: -1.810 -0.157 1.101
H: -1.617 1.582 1.404
H: -0.825 0.509 2.470
H: 1.242 0.592 -2.030
H: -0.392 0.343 -2.324
H: 0.609 -1.109 -2.248

The energy relative to the best compared isomer or geometry (same formula, charge and spin) is 150.5 kJ/mol. Its charge is 0. For the LUMO energy, the calculation gives 0.899 eV. Its structure (SMILES) is CCN(C)C=O. The HOMO energy is -8.991 eV. The largest force on an atom is 0.0446 hartree/bohr.

Entry 4:
The following is a quantum chemistry calculation of the ion C2H4N3O with charge +1, from the OMol25 dataset.

Positions of all 10 atoms, in Å:
C: -1.013 -0.795 -0.375
C: 0.643 0.657 -0.009
N: -0.700 -1.034 0.868
N: -0.281 0.137 -0.964
N: 0.385 -0.179 1.166
O: 0.970 -0.162 2.184
H: -1.817 -1.332 -0.856
H: 1.692 0.581 -0.330
H: 0.451 1.713 0.255
H: -0.331 0.413 -1.938

The energy relative to the best compared isomer or geometry (same formula, charge and spin) is 253.3 kJ/mol. Its charge is +1. For the LUMO energy, the calculation gives -6.760 eV. Its structure (SMILES) is O=[N+]1CNC=N1. The HOMO energy is -16.121 eV. The largest force on an atom is 0.0564 hartree/bohr.

Entry 5:
The following is a quantum chemistry calculation of a cluster of 2 separate species, CH4N4 in total, from the OMol25 dataset.

Positions of all 9 atoms, in Å:
C: 2.043 -0.115 -0.182
N: 2.664 -0.964 -0.652
N: -1.654 -0.560 -0.072
N: 0.555 1.439 0.313
N: 1.401 0.570 0.668
H: -0.711 -1.078 -0.177
H: -2.508 -1.044 0.190
H: 0.044 1.991 0.962
H: -1.835 -0.240 -1.050

The energy relative to the best compared isomer or geometry (same formula, charge and spin) is 398.0 kJ/mol. Its charge is 0. For the LUMO energy, the calculation gives -1.259 eV. Its structure (SMILES) is [H]/N=N/C#N.N. The HOMO energy is -10.036 eV. The largest force on an atom is 0.1516 hartree/bohr.

Entry 6:
The following is a quantum chemistry calculation of a structure of composition C31H52N2O3P2Sn, from the OMol25 dataset.

Positions of all 91 atoms, in Å:
Sn: -0.339 -1.088 -0.227
C: 0.818 0.949 2.084
C: 0.286 2.032 1.332
C: -1.465 0.612 1.847
C: -0.256 0.071 2.432
C: -1.108 1.814 1.160
C: 2.237 0.720 2.447
H: 2.933 1.214 1.757
H: 2.470 -0.353 2.445
H: 2.448 1.095 3.461
C: -0.080 -1.163 3.214
H: 0.980 -1.427 3.311
H: -0.616 -2.032 2.809
H: -0.492 -1.008 4.216
C: -2.837 0.079 1.892
H: -3.319 0.447 2.806
H: -2.884 -1.015 1.942
H: -3.436 0.424 1.036
C: -2.055 2.658 0.393
H: -2.590 3.352 1.062
H: -2.816 2.042 -0.106
H: -1.553 3.257 -0.377
C: 1.062 3.170 0.770
H: 1.017 4.031 1.457
H: 0.657 3.501 -0.199
H: 2.122 2.908 0.634
C: 4.592 -1.270 -5.330
C: 5.183 -0.230 -4.711
C: 5.466 1.120 -5.296
C: 4.587 1.552 -6.494
C: 3.111 1.557 -6.226
C: 2.241 0.533 -6.329
C: 2.543 -0.851 -6.816
C: 4.016 -1.313 -6.713
H: 6.521 1.166 -5.620
H: 4.863 0.966 -7.378
H: 5.371 1.879 -4.505
H: 4.618 -0.770 -7.450
H: 4.560 -2.230 -4.803
H: 5.617 -0.399 -3.719
H: 4.035 -2.368 -7.033
H: 1.914 -1.567 -6.264
H: 1.178 0.741 -6.160
H: 2.235 -0.942 -7.872
H: 4.870 2.592 -6.728
H: 2.713 2.542 -5.956
P: 2.084 -0.809 -1.420
C: 2.767 -2.441 -1.047
C: 3.376 0.453 -1.519
P: -0.388 0.330 -2.574
C: 1.104 -0.754 -3.029
C: -0.015 2.014 -3.124
C: -1.930 -0.281 -3.295
H: 1.959 -3.141 -0.761
H: 3.445 -2.335 -0.183
H: 3.322 -2.842 -1.904
H: 3.991 0.351 -2.427
H: 4.026 0.362 -0.633
H: 2.921 1.460 -1.506
H: -1.841 -0.389 -4.382
H: -2.720 0.453 -3.062
H: -2.207 -1.250 -2.842
H: 0.762 -1.769 -3.303
H: 1.695 -0.308 -3.850
H: -0.917 2.635 -2.995
H: 0.292 2.043 -4.181
H: 0.794 2.446 -2.508
C: -0.224 -6.113 -0.301
C: -1.232 -5.863 -1.414
C: -2.328 -4.904 -0.899
C: -3.428 -4.552 -1.957
C: -4.869 -4.839 -1.567
C: -2.929 -5.511 0.371
O: -3.373 -6.651 0.482
N: -2.966 -4.714 1.484
C: -2.366 -3.482 1.713
O: -2.470 -2.903 2.764
N: -1.665 -2.985 0.625
C: -1.626 -3.587 -0.552
O: -0.974 -3.011 -1.503
H: 0.333 -5.191 -0.093
H: 0.487 -6.888 -0.596
H: -0.697 -6.457 0.633
H: -0.767 -5.361 -2.275
H: -1.673 -6.810 -1.764
H: -3.343 -3.473 -2.186
H: -3.136 -5.078 -2.880
H: -5.125 -4.314 -0.634
H: -5.538 -4.472 -2.357
H: -5.031 -5.919 -1.435
H: -3.383 -5.108 2.328

The energy relative to the best compared isomer or geometry (same formula, charge and spin) is 0.0 kJ/mol. Its charge is +2. For the LUMO energy (spin up / spin down), the calculation gives -8.224 / -8.335 eV. The HOMO energy (spin up / spin down) is -13.424 / -13.451 eV. The largest force on an atom is 0.0420 hartree/bohr.

Entry 7:
The following is a quantum chemistry calculation of a structure of composition C4H6OS3, from the OMol25 dataset.

Positions of all 14 atoms, in Å:
C: 3.171 -1.173 -0.554
C: 1.644 0.833 0.663
C: -1.078 0.199 0.537
C: -2.322 -0.761 -0.007
H: 2.158 -1.835 -0.293
H: 3.907 -1.341 0.264
H: 3.544 -1.554 -1.544
H: 1.289 1.893 0.750
H: 2.453 0.872 1.383
H: -2.174 -2.120 -0.283
O: -1.161 1.452 0.314
S: 2.597 0.528 -0.880
S: 0.329 -0.576 1.180
S: -3.576 -0.085 -0.713

The energy relative to the best compared isomer or geometry (same formula, charge and spin) is 312.1 kJ/mol. Its charge is 0. For the LUMO energy, the calculation gives -1.248 eV. The HOMO energy is -8.973 eV. The largest force on an atom is 0.1029 hartree/bohr.

Entry 8:
The following is a quantum chemistry calculation of a cluster of 2 separate species, C4H5BrIO3 in total, from the OMol25 dataset.

Positions of all 14 atoms, in Å:
C: -0.142 -0.230 -1.634
C: -0.992 -1.195 1.061
C: 1.275 0.591 0.457
C: 0.033 0.550 -0.299
O: 0.676 -1.081 -1.948
O: -1.166 0.205 -2.215
O: -0.864 1.517 -0.230
Br: 0.055 -1.691 2.558
I: 2.477 2.348 -0.114
H: -1.083 -2.012 0.363
H: -1.917 -0.724 1.364
H: 1.892 -0.272 0.221
H: 1.150 0.717 1.528
H: -1.394 1.279 -1.111

Its charge is -1. For the LUMO energy (spin up / spin down), the calculation gives 2.861 / 1.908 eV. The HOMO energy (spin up / spin down) is -2.347 / -5.313 eV. As for the expectation value of S²: 2.0135. As for the spin multiplicity: 3. The largest force on an atom is 0.0502 hartree/bohr.